No. 1
C2H5NO2S2 | ωB97M-V with the def2-TZVPD basis set

Summary:
HOMO-LUMO gap, eV: 8.8580
ΔE to the lowest compared entry with this formula, charge and spin, kJ/mol: 256.6
HOMO level, eV: -9.315
E_LUMO, eV: -0.457

The geometry in XYZ format:
```
12
C2H5NO2S2 ωB97M-V with the def2-TZVPD basis set
C 1.224 -1.384 0.206
C -0.263 1.745 -0.445
N 0.004 -1.583 0.234
O -0.663 0.617 -1.120
O 3.459 -0.265 -0.312
S 1.002 1.393 0.854
S 2.066 0.028 -0.559
H 2.039 -1.956 0.882
H -0.421 -0.112 -0.541
H 0.082 2.306 -1.291
H -1.003 2.212 0.163
H -0.437 -2.336 0.732
```


No. 2
C8H9NPbS2 | ωB97M-V with the def2-TZVPD basis set

Summary:
HOMO-LUMO gap (alpha / beta), eV: 5.4074 / 5.2962
HOMO level (alpha / beta), eV: -16.437 / -16.467
E_LUMO (alpha / beta), eV: -11.030 / -11.171
Net charge: +2

The geometry in XYZ format:
```
21
C8H9NPbS2 ωB97M-V with the def2-TZVPD basis set
Pb -0.373 2.106 -2.179
C 1.791 2.886 -2.075
H 1.779 3.857 -2.621
H 2.148 3.074 -1.055
H 2.421 2.124 -2.560
H 4.465 2.510 -1.031
H 4.328 1.778 -1.239
S -0.301 3.027 0.294
C -0.545 1.370 0.614
N -0.426 0.352 -0.258
C -0.755 -0.880 0.304
C -0.657 -2.163 -0.255
C -1.288 -3.228 0.387
C -1.959 -3.064 1.605
C -1.915 -1.824 2.248
C -1.306 -0.759 1.595
S -1.179 0.869 2.165
H -0.093 -2.283 -1.172
H -1.277 -4.218 -0.056
H -2.511 -3.888 2.065
H -2.348 -1.646 3.223
```


No. 3
C13H28BClF2N2O | ωB97M-V with the def2-TZVPD basis set

Summary:
HOMO-LUMO gap (alpha / beta), eV: 6.6551 / 6.6536
ΔE to the lowest compared entry with this formula, charge and spin, kJ/mol: 4.7
2S+1: 2
HOMO level (alpha / beta), eV: -4.276 / -4.276
E_LUMO (alpha / beta), eV: 2.379 / 2.377
Net charge: -1

The geometry in XYZ format:
```
48
C13H28BClF2N2O ωB97M-V with the def2-TZVPD basis set
C -0.277 2.564 0.268
N 0.174 2.432 -1.100
C 0.401 3.724 -1.775
B 1.889 4.333 -1.634
F 2.266 4.438 -0.259
Cl 3.164 3.112 -2.476
C 2.066 5.787 -2.360
C 1.729 6.975 -1.490
F 0.324 7.145 -1.376
H -0.527 1.579 0.672
H 0.521 2.989 0.878
H -1.162 3.217 0.385
H -0.503 1.893 -1.623
H 0.142 3.612 -2.834
H -0.295 4.484 -1.369
H 1.468 5.860 -3.277
H 3.111 5.905 -2.670
H 2.095 7.927 -1.887
H 2.106 6.830 -0.476
C 0.134 -4.016 2.499
C -1.071 -3.169 2.078
C -2.070 -3.986 1.246
C -1.562 -4.314 -0.154
C -1.139 -3.053 -0.902
C -0.109 -2.207 -0.140
N -0.661 -1.986 1.246
O -1.413 -0.957 1.358
C 1.259 -2.887 -0.107
C 0.058 -0.842 -0.801
C -1.743 -2.635 3.338
H -0.115 -4.539 3.423
H 0.410 -4.768 1.763
H 1.003 -3.386 2.692
H -2.994 -3.406 1.166
H -2.307 -4.902 1.797
H -0.732 -5.026 -0.105
H -2.356 -4.814 -0.713
H -0.715 -3.307 -1.878
H -2.018 -2.429 -1.085
H 1.929 -2.359 0.572
H 1.686 -2.834 -1.109
H 1.226 -3.934 0.180
H -0.895 -0.338 -0.927
H 0.516 -0.986 -1.781
H 0.702 -0.188 -0.215
H -1.054 -2.008 3.904
H -2.035 -3.485 3.958
H -2.622 -2.043 3.101
```